Entry 1:
110
Properties=species:S:1:pos:R:3:forces:R:3:mulliken_charge:R:1 method="wB97M-V/def2-TZVPD" total_energy_ha=-40388.63890 charge=+1 fmax_ha_per_bohr=0.17935
Br -4.355 -3.006 -6.799 -0.2 -0.5 0.1 -0.02
Br 1.881 -2.884 -7.450 -0.5 0.2 0.1 -0.02
C 2.102 0.135 0.112 1.1 1.3 -0.8 0.42
H 5.214 2.274 0.545 0.7 -0.8 -2.1 0.05
Br 2.044 -0.522 -11.904 -0.4 -0.3 -0.2 0.00
H -0.458 -0.956 5.306 -1.8 -1.2 -0.8 0.11
C -4.304 -4.907 -6.390 0.1 -0.1 -0.3 -0.31
C -4.363 3.949 4.299 -0.2 0.2 -0.2 -0.19
C -2.925 -1.555 -0.639 0.3 -1.3 -0.3 -0.42
H 5.269 2.134 -1.418 0.5 -0.6 2.1 0.19
H 4.344 2.061 6.453 -1.6 -0.8 -1.9 0.30
Br -6.987 0.676 6.106 -0.4 0.0 -0.4 -0.03
C -1.852 -1.082 3.373 -0.7 -0.5 0.2 -0.24
C -8.326 1.083 4.755 -0.2 0.2 0.2 -0.34
C 3.572 1.619 5.676 0.5 -0.7 -0.2 -0.73
Br -3.735 2.118 4.496 -0.1 0.5 -0.1 0.14
C 0.915 -0.645 -0.741 2.1 -1.6 -0.9 -1.35
H 4.263 -1.976 1.840 -2.4 0.2 -0.3 0.27
H -1.192 -3.038 -0.303 0.2 2.8 -0.7 0.29
H -2.625 0.061 -2.311 -1.5 -1.5 0.5 0.01
H -3.205 -1.129 0.422 0.6 -0.6 -2.3 0.03
H -1.137 -2.092 -1.876 0.4 0.9 1.8 0.12
C 1.937 1.769 0.199 1.4 1.1 0.3 -1.43
Br -0.877 -1.839 -8.747 0.3 -0.2 0.4 0.00
C 0.130 -2.111 -7.105 0.1 0.3 -0.1 -0.27
Br -5.915 -5.819 -6.988 0.4 0.3 0.2 -0.03
H 1.122 -1.421 3.231 -0.7 1.4 -2.1 0.65
C 0.966 3.775 1.153 -0.1 1.1 0.1 -0.77
H -5.935 2.058 0.427 2.4 -0.2 -0.1 0.31
N -0.405 -0.915 -0.034 0.4 -1.7 0.7 1.37
H -4.546 1.262 1.425 -0.2 1.0 -1.7 0.10
H 4.022 1.139 2.204 -1.5 -1.6 0.8 0.33
H 0.297 -1.122 -6.665 -0.1 -0.5 -0.2 0.33
C -4.757 1.990 0.533 -0.8 0.8 0.6 -0.31
H 7.768 1.599 -1.361 -1.3 -0.3 2.1 0.31
C -1.432 -1.491 4.939 -1.9 0.5 -0.8 -0.39
C 2.403 -0.502 1.589 -1.3 -0.7 1.9 1.03
H -1.644 0.050 3.168 -0.2 -2.1 0.4 0.06
N -2.635 -1.026 5.787 -0.4 -0.3 -1.2 -0.58
C 7.246 1.619 -0.303 0.0 1.0 0.9 -0.38
H -1.673 0.308 1.005 0.8 -0.6 -0.6 -0.05
H -3.469 -2.616 -0.705 1.2 2.3 0.2 0.32
Br -0.876 -3.149 -5.803 0.3 0.1 -0.1 -0.01
Br -7.583 1.021 2.958 -0.1 0.0 0.4 0.04
H -3.467 -5.333 -6.954 -0.3 0.2 0.3 0.37
H -8.653 2.113 4.930 0.2 -0.4 -0.1 0.35
B 0.742 -0.036 -2.297 -0.5 1.1 -2.4 1.42
C 3.176 0.463 2.664 -0.7 1.5 0.3 -0.39
C 0.723 -1.569 -12.875 0.1 0.0 -0.2 -0.33
H 2.394 1.201 3.155 1.4 -1.4 -1.3 0.18
H 1.544 4.250 0.247 -1.0 -1.2 1.6 0.30
C -3.459 -0.652 -1.900 -1.2 1.3 1.2 -0.20
H 3.001 -2.421 0.513 0.3 0.7 2.3 0.26
O 5.737 0.312 4.933 -9.1 1.3 -1.0 -0.55
H -3.396 -1.770 5.766 1.5 1.1 0.0 0.30
H 3.436 0.894 -1.718 -0.5 -2.2 1.5 0.08
C -0.063 -1.587 1.296 1.5 -1.9 2.7 -0.80
H 0.583 1.602 -3.422 -1.4 -0.6 1.3 0.28
H 6.844 3.709 0.746 1.7 -1.4 -0.7 0.27
C 5.588 1.670 -0.392 0.2 -1.2 0.6 -0.28
H -0.739 -2.978 2.916 -0.9 1.9 -1.7 0.54
H 1.372 -1.733 -0.933 -1.1 2.2 0.5 0.38
Br -2.973 5.240 4.729 -0.4 -0.4 -0.1 -0.02
C -1.295 -1.929 -0.738 -3.1 -2.5 -1.4 -0.08
Br 0.938 -3.477 -12.560 -0.1 0.5 0.0 0.00
H 0.901 -1.399 -13.942 -0.1 -0.1 0.5 0.35
H 0.981 -1.758 -3.329 0.8 1.4 -0.4 0.29
H -3.103 -0.204 5.300 1.0 -1.4 1.0 -0.05
H 8.308 2.760 1.473 -1.0 0.6 -2.3 0.24
Br -5.989 4.270 5.317 0.5 -0.1 -0.3 0.00
Br -1.091 -0.974 -12.500 0.4 -0.2 0.0 -0.04
H -1.419 -2.660 5.034 0.5 2.3 -0.2 0.33
H -5.059 -0.260 -0.325 0.6 1.1 -2.0 0.24
H 5.621 -0.521 -0.935 -1.7 1.3 1.5 0.30
H 3.408 -1.062 -1.438 -0.1 2.5 1.0 0.30
O -4.089 1.596 -0.738 -1.3 -0.9 1.1 -0.43
H 7.634 0.730 0.377 -1.0 1.6 -1.7 0.26
Br -9.897 -0.050 4.928 0.5 0.3 -0.1 -0.02
H 3.116 2.445 4.954 1.0 -1.8 1.7 0.23
H -3.041 -1.197 3.355 2.6 0.2 0.0 0.54
H -3.992 -1.302 -2.731 1.5 1.3 1.7 0.39
N -0.987 0.295 0.230 -1.9 3.0 0.6 -0.16
C 7.749 3.014 0.456 0.1 0.3 -0.1 -0.85
H -2.161 -2.659 1.764 1.9 1.1 0.4 0.27
H 5.079 -0.227 0.825 -0.7 0.6 -1.8 0.23
C 0.908 -0.727 2.283 1.1 -0.7 0.2 -1.65
H 8.434 3.649 -0.281 -1.3 -1.4 1.8 0.26
H -1.460 0.765 -0.562 0.7 -0.7 0.2 0.19
O 1.227 -0.799 -3.487 -1.9 0.4 3.5 -0.63
H 0.518 -2.576 0.954 -1.1 2.4 0.7 0.56
H 1.462 4.248 2.130 -1.2 -1.1 -2.0 0.22
Br -3.945 -5.233 -4.507 -0.1 0.1 -0.3 -0.04
O 1.028 2.300 1.208 0.5 0.9 -1.0 -0.10
H -4.614 4.089 3.243 0.1 -0.1 0.5 0.22
C 4.403 0.506 4.777 6.1 -1.1 0.6 0.55
C -1.249 -2.119 2.251 -0.4 -0.7 1.3 -0.99
H 1.700 2.313 -0.808 0.3 -1.6 1.5 0.44
O 0.100 1.276 -2.591 3.2 -2.7 -0.4 -0.75
H 2.606 -2.758 2.331 0.9 1.8 -1.2 0.24
C -4.647 0.342 -1.269 -0.3 -1.7 1.1 -0.53
H -5.563 0.470 -1.987 1.9 0.2 1.2 0.36
C 4.901 0.150 -0.252 2.1 0.2 -1.3 -0.73
C 3.110 -1.979 1.617 0.4 -0.6 -1.8 -0.87
H 2.733 1.072 6.299 1.6 1.1 -1.5 0.26
C 3.431 0.009 -0.910 0.3 -0.3 -0.1 -0.11
H -4.400 3.073 0.875 -0.5 -2.4 -1.1 0.15
O 3.706 -0.353 3.806 0.9 2.7 0.4 -0.31
H -0.164 4.128 1.033 2.4 -0.9 0.5 0.21
H 3.018 2.182 0.501 -2.1 -1.1 -0.8 0.51
H 0.473 0.266 2.709 0.6 -1.8 -1.3 0.13

Entry 2:
22
Properties=species:S:1:pos:R:3:forces:R:3:mulliken_charge:R:1 method="wB97M-V/def2-TZVPD" total_energy_ha=-441.62439 charge=0 fmax_ha_per_bohr=0.12264 de_lowest_kj_mol=146.0
H 2.435 1.383 0.349 0.1 0.4 0.2 0.46
C -2.462 -1.076 0.978 0.8 -1.9 0.5 -1.27
H 0.062 2.067 -0.305 0.8 -0.5 0.1 0.24
H -3.753 0.860 -0.370 -0.5 -0.3 0.2 0.48
H 0.416 -0.322 1.208 -0.1 -0.1 -0.7 0.21
H -0.106 -1.387 -1.104 -1.0 1.0 0.0 0.34
C 0.575 0.098 0.191 -0.5 1.3 0.1 0.68
C -2.691 0.958 -0.504 0.6 -1.1 1.0 -1.87
C 1.989 -0.333 -0.107 2.3 -2.5 1.1 -0.07
H -2.678 -2.227 0.841 0.6 2.4 0.3 0.26
H -2.543 1.222 -1.516 0.4 0.9 -1.0 0.44
N 0.652 1.581 0.393 -2.1 0.5 0.1 -0.75
C -0.509 -0.365 -0.821 1.3 -1.0 1.7 -0.81
O 2.942 0.557 0.228 -0.6 0.0 -0.7 -0.53
C -1.941 -0.363 -0.248 -3.6 -2.0 -4.8 0.97
H -3.334 -0.586 1.385 -0.6 0.0 -0.3 0.37
O 2.335 -1.490 -0.303 -1.2 1.3 -0.5 -0.59
H -2.347 1.648 0.214 0.3 1.6 0.5 0.40
H -0.508 0.329 -1.672 0.2 -0.4 0.0 0.35
H -2.551 -0.962 -1.125 1.7 0.8 1.7 0.12
H 0.110 1.799 1.235 0.6 0.0 0.0 0.26
H -1.758 -0.941 1.781 0.5 -0.4 0.7 0.33

HOMO-LUMO gap (Eh)
0.342 0.379